The following is a DFT calculation (ωB97M-V/def2-TZVPD) of the molecule C4H8O2.

XYZ file:
```
14
Properties=species:S:1:pos:R:3:forces:R:3:nbo_charge:R:1
C 1.2873 0.5389 -1.3701 0.005 0.111 -0.284 -0.249
O 1.2783 -0.1318 -0.1324 0.020 -0.069 0.038 -0.536
C 0.5144 0.5135 0.8519 0.017 0.129 0.239 -0.178
C -0.9320 0.0342 1.0135 -0.141 0.163 0.216 0.570
C -1.3787 -1.1956 0.2630 -0.038 -0.090 -0.055 -0.734
O -1.6593 0.6369 1.7743 0.290 -0.239 -0.347 -0.542
H 1.6453 1.5737 -1.2582 -0.072 -0.158 -0.007 0.170
H 1.9745 0.0012 -2.0281 -0.138 0.062 0.099 0.198
H 0.2904 0.5607 -1.8349 0.111 -0.003 0.055 0.164
H 1.0004 0.3164 1.8159 -0.100 0.055 -0.081 0.219
H 0.5024 1.6042 0.7080 -0.037 -0.166 0.060 0.198
H -2.1013 -1.7489 0.8706 0.133 0.143 -0.114 0.242
H -0.5324 -1.8284 -0.0183 -0.162 0.116 0.052 0.237
H -1.8891 -0.8750 -0.6553 0.113 -0.052 0.130 0.241
```
Forces are in eV/Å.

LUMO level   0.87 eV
Structure (SMILES)   COCC(C)=O
Frontier orbital gap   10.31 eV
DFT total energy   -8371.88979 eV
Max |F|   0.51 eV/Å
Energy relative to the best compared isomer or geometry (same formula, charge and spin)   134.30 kJ/mol